This record from OMol25 describes C10H22FO8S2Tl as an isolated structure in a non-equilibrium geometry. The level of theory is ωB97M-V with the def2-TZVPD basis set.

Results
**HOMO energy**: -15.50 eV
**Total charge**: +2
**LUMO**: -13.73 eV
**ΔE to the lowest compared entry with this formula, charge and spin**: 74.9 kcal/mol

Element x y z (Å)
1 Tl -12.36690 -7.93289 -15.93121
2 S -7.74349 -12.02382 -17.39552
3 S -10.97906 -12.21182 -11.70032
4 F -12.17541 -6.50024 -12.30724
5 O -11.43110 -11.16974 -12.60403
6 O -7.98623 -6.86200 -14.41622
7 O -11.97841 -12.18425 -10.32146
8 O -9.57667 -12.40038 -11.31133
9 O -8.46796 -10.75647 -17.27267
10 O -7.54276 -12.91450 -16.23812
11 O -6.22767 -11.65321 -17.96227
12 O -6.08808 -5.91444 -13.84416
13 C -4.74055 -7.73962 -13.28911
14 C -3.91028 -12.10428 -17.86629
15 C -4.75040 -6.27654 -13.65869
16 C -12.35506 -12.75147 -8.02193
17 C -11.65741 -13.73276 -12.43612
18 C -8.40974 -12.94882 -18.90755
19 C -11.67073 -13.08716 -9.34200
20 C -5.28775 -12.71941 -18.03949
21 C -6.83479 -6.96827 -14.05944
22 C -6.04882 -8.24279 -13.93182
23 H -5.51487 -13.29084 -18.93949
24 H -11.29298 -13.85299 -13.45632
25 H -11.99546 -14.08301 -9.64354
26 H -4.62499 -7.84567 -12.21045
27 H -12.50758 -13.65551 -7.43238
28 H -3.83688 -8.25567 -13.61340
29 H -8.37916 -12.30845 -19.78908
30 H -9.46229 -13.12372 -18.68474
31 H -3.58618 -11.73707 -18.84005
32 H -5.98630 -8.61616 -14.95397
33 H -10.58515 -13.07197 -9.24528
34 H -4.09744 -5.79494 -12.93082
35 H -3.82216 -11.30066 -17.13518
36 H -6.60946 -8.93030 -13.29847
37 H -13.30692 -12.22158 -8.05805
38 H -12.74340 -13.67023 -12.50554
39 H -4.21804 -6.25583 -14.60962
40 H -11.21630 -14.57197 -11.89830
41 H -3.14850 -12.81978 -17.55669
42 H -7.78250 -13.82973 -19.04421
43 H -5.35354 -13.31995 -17.13224
44 H -11.67838 -12.15877 -7.40635

=====

This record from OMol25 describes C10H22IO4P2Rh as an isolated structure in a non-equilibrium geometry. The level of theory is ωB97M-V with the def2-TZVPD basis set.

Results
**⟨S²⟩**: 6.014
**HOMO energy (spin up / spin down)**: -14.29 / -14.74 eV
**Total charge**: +2
**LUMO (spin up / spin down)**: -6.50 / -11.24 eV
**2S+1**: 5
**ΔE to the lowest compared entry with this formula, charge and spin**: 0.0 kcal/mol

Element x y z (Å)
1 I 0.03626 -0.50195 -3.39009
2 Rh 0.01042 -0.11290 1.02676
3 P 2.28772 -0.05460 0.77906
4 P -2.22618 -0.00411 0.79783
5 O 0.05966 1.99686 -5.00937
6 O 0.16543 -1.49536 2.79516
7 O -0.28952 -1.52800 5.02418
8 O 0.07015 2.72296 1.96423
9 C 0.04882 0.80522 -5.17564
10 C 3.11958 1.27242 1.71666
11 C -3.02325 1.33782 1.73670
12 C 2.87920 -1.59417 1.54795
13 C 2.85128 0.01456 -0.93722
14 C 0.04292 1.59602 1.65050
15 C -0.31908 -1.02669 3.89839
16 C -2.86553 -1.54697 1.52088
17 C -2.75637 0.08458 -0.92257
18 C 0.04198 0.01701 -6.45174
19 H 2.56613 -1.60555 2.59957
20 H -2.33478 -2.38062 1.04548
21 H -3.83705 -0.08865 -0.98204
22 H 2.80016 1.22922 2.76649
23 H -3.94299 -1.62250 1.34371
24 H -2.50736 1.07268 -1.32791
25 H 0.04486 0.69396 -7.31681
26 H 2.62167 1.00483 -1.34894
27 H 2.38502 -2.42582 1.03358
28 H 4.20974 1.15815 1.67293
29 H 2.30882 -0.72887 -1.53851
30 H -2.70902 1.28319 2.78834
31 H -2.71451 2.30630 1.32007
32 H -4.11350 1.23361 1.67602
33 H -0.83980 -0.04451 3.80130
34 H 0.93022 -0.61543 -6.47942
35 H 3.96670 -1.69073 1.47173
36 H 3.92977 -0.17398 -1.00170
37 H -2.65638 -1.56566 2.59799
38 H -0.85461 -0.60353 -6.47652
39 H 2.83535 2.24901 1.30348
40 H -2.22192 -0.66781 -1.52053

=====

This record from OMol25 describes C10H22LiO4 as an isolated structure in a non-equilibrium geometry. The level of theory is ωB97M-V with the def2-TZVPD basis set.

Results
**HOMO energy**: -2.82 eV
**Total charge**: -1
**LUMO**: 2.89 eV
**ΔE to the lowest compared entry with this formula, charge and spin**: 13.0 kcal/mol

Element x y z (Å)
1 O -0.62228 -0.06585 -1.30560
2 O -0.60706 2.97534 -0.37011
3 O 2.24586 1.70203 -0.10547
4 O -0.02527 0.42015 1.74623
5 C -0.71356 0.32120 -2.66711
6 C -1.34181 0.26399 2.24409
7 C -0.20380 -1.41869 -1.30425
8 C 0.57018 -0.24644 -3.26469
9 C 2.99027 0.57126 -0.07922
10 C -1.44997 -1.19740 2.73012
11 C 0.01500 -1.68168 2.72933
12 C -1.96487 2.93303 -0.31262
13 C 0.73758 -1.58220 -2.51816
14 C 0.82453 -0.40615 2.51464
15 Li 0.29044 1.16813 -0.02353
16 H -2.12704 -1.78614 2.11395
17 H -2.38928 1.90127 -0.19074
18 H 3.57052 0.41955 0.87153
19 H 0.28977 -2.26427 3.60931
20 H 0.55216 -0.34851 -4.35058
21 H 0.20226 -2.35702 1.88937
22 H 1.76950 -1.65833 -2.16668
23 H 1.07416 0.11187 3.44944
24 H 3.76620 0.51536 -0.88637
25 H -1.10187 -2.04560 -1.43687
26 H -1.63460 -0.06367 -3.12760
27 H 2.38713 -0.38271 -0.20564
28 H -2.39013 3.53819 0.53282
29 H -2.45963 3.38062 -1.21402
30 H 1.74836 -0.58871 1.97131
31 H -1.52190 0.96455 3.06815
32 H -1.82240 -1.24618 3.75609
33 H -0.75207 1.40845 -2.72363
34 H 0.22512 -1.71220 -0.34871
35 H 0.55156 -2.49253 -3.08753
36 H -2.05537 0.50789 1.45975
37 H 1.37231 0.44141 -2.99697

=====

This record from OMol25 describes a 3-piece molecular cluster, C10H22N2O4P overall in a non-equilibrium geometry. The level of theory is ωB97M-V with the def2-TZVPD basis set.

Results
**HOMO energy**: -12.67 eV
**Total charge**: +1
**LUMO**: -4.19 eV
**ΔE to the lowest compared entry with this formula, charge and spin**: 46.1 kcal/mol

Element x y z (Å)
1 P 1.84945 0.08377 0.85734
2 O -0.12406 3.78896 -5.19476
3 O -2.34414 -1.75771 5.84708
4 O 0.58865 2.81435 -2.67141
5 O -1.34287 -0.14896 3.78686
6 N -2.47169 -1.95901 -0.74027
7 N 3.74513 -1.79922 -0.13933
8 C 3.33679 -0.35316 -0.26279
9 C -1.87535 -0.81697 -1.32916
10 C -1.76243 -2.52890 0.34786
11 C 0.23356 -0.62571 0.24224
12 C -2.61195 -0.78812 3.66304
13 C 1.57002 2.98065 -3.69338
14 C -0.59415 -0.04340 -0.96959
15 C -0.45378 -1.89441 0.84080
16 C -2.62796 -2.06834 4.48286
17 C 0.92272 2.82769 -5.06034
18 H -3.10519 -1.27664 6.20066
19 H -2.79608 -0.99423 2.60620
20 H 0.06673 -2.39928 1.73377
21 H -1.07604 -0.26835 4.71315
22 H 4.21037 0.27049 0.14249
23 H -2.17133 -3.47092 0.85213
24 H 2.35749 2.23817 -3.54468
25 H -2.44981 -0.38770 -2.23309
26 H 0.46727 1.84050 -5.16101
27 H -0.21558 3.24712 -3.00376
28 H 3.17177 -0.06042 -1.35178
29 H 1.74785 1.50495 0.96520
30 H 1.99718 3.98217 -3.57814
31 H 3.49631 -2.24942 -1.03025
32 H 3.23559 -2.26262 0.62501
33 H -3.36947 -0.08641 4.02739
34 H -3.59761 -2.57047 4.42272
35 H -0.21678 0.87813 -1.54492
36 H 0.28805 4.66186 -5.25804
37 H -1.84898 -2.75322 4.14066
38 H 1.64842 2.97054 -5.86562
39 H 2.12189 -0.52573 2.13487

=====

This record from OMol25 describes a 2-piece molecular cluster, C10H22N2O4P overall in a non-equilibrium geometry. The level of theory is ωB97M-V with the def2-TZVPD basis set.

Results
**HOMO energy**: -12.44 eV
**Total charge**: +1
**LUMO**: -5.44 eV
**ΔE to the lowest compared entry with this formula, charge and spin**: 88.1 kcal/mol

Element x y z (Å)
1 P -1.18585 -1.67922 2.41421
2 O 0.35757 -2.28063 2.44512
3 O -1.49909 -1.23444 0.98386
4 O -1.73620 -3.27677 2.04292
5 O -0.63543 -0.08179 2.78549
6 N 3.54184 3.01900 -2.10371
7 N -1.56011 0.91772 -1.34614
8 C 2.30505 2.36617 -2.17418
9 C -2.51055 -3.89641 3.04984
10 C -1.15511 2.23097 -1.27057
11 C -0.40515 2.47449 -2.71994
12 C -0.67091 1.20179 -3.75433
13 C 0.68741 -3.21563 3.45114
14 C 2.22707 0.80043 -1.67813
15 C -1.18306 0.14604 -2.60865
16 C 1.04436 3.23893 -2.76581
17 C 0.66260 0.14918 3.28723
18 H 1.41546 -0.09475 2.53349
19 H 0.60559 -4.22601 3.04378
20 H -1.12378 3.29323 -3.20687
21 H 3.29388 0.55106 -1.21122
22 H 0.82702 -0.42050 4.20610
23 H -1.93505 -4.71671 3.48596
24 H 0.94386 4.19270 -2.06453
25 H -2.78480 -3.18951 3.83811
26 H -1.56962 1.29398 -4.50223
27 H -2.10846 0.44444 -0.57533
28 H 0.03050 -3.11014 4.31903
29 H -1.27077 3.04187 -0.43442
30 H 1.39166 0.58333 -0.88598
31 H -0.20386 -0.42257 -2.31187
32 H -3.41796 -4.30597 2.59884
33 H -1.96809 -0.68131 -2.87048
34 H 1.71827 -3.04713 3.76712
35 H 1.29469 3.61846 -3.86774
36 H 2.11365 0.09299 -2.61597
37 H 0.75672 1.21341 3.51936
38 H 0.32792 1.00791 -4.33498
39 H 3.37871 4.00137 -2.46855

=====

This record from OMol25 describes an isolated ion of composition C10H22NO and charge -1. The level of theory is ωB97M-V with the def2-TZVPD basis set.

Results
**HOMO energy**: -1.33 eV
**SMILES**: CCCC[N-]OC[C@H](C)C(C)C
**Total charge**: -1
**LUMO**: 3.48 eV
**ΔE to the lowest compared entry with this formula, charge and spin**: 0.0 kcal/mol

Element x y z (Å)
1 O -0.67271 -0.30880 -0.49619
2 N -1.95475 -0.58889 -1.25186
3 C -3.04811 2.40202 0.62731
4 C 3.21363 -1.02839 1.31555
5 C 0.99299 -2.21038 1.17388
6 C 2.77532 -0.32533 -1.72313
7 C 0.35575 -0.74979 -1.30546
8 C 1.71071 -0.49654 -0.63619
9 C -1.58732 2.42309 1.07734
10 C 2.14765 -1.58647 0.37022
11 C -3.27582 1.51326 -0.59886
12 C -2.93783 -0.00769 -0.39577
13 H -3.35850 3.43087 0.40153
14 H -2.64695 1.86535 -1.42324
15 H -4.31916 1.62021 -0.92368
16 H 1.59942 0.44640 -0.08515
17 H 0.31151 -0.23361 -2.28010
18 H 0.25031 -1.83027 -1.53460
19 H -2.64349 -0.13593 0.66385
20 H -1.18223 1.41389 1.14964
21 H -3.69194 2.06759 1.45091
22 H 3.58723 -1.79608 1.99870
23 H -0.97701 2.94584 0.33483
24 H 4.07176 -0.61669 0.77797
25 H 2.78425 -0.22264 1.91901
26 H 3.78777 -0.51648 -1.35701
27 H 2.76202 0.68222 -2.14544
28 H -3.88403 -0.56379 -0.49901
29 H 2.61711 -2.38022 -0.22817
30 H 0.71313 -3.19112 0.78493
31 H 2.58895 -1.02245 -2.54640
32 H 0.10156 -1.58416 1.12151
33 H -1.46261 2.92946 2.03948
34 H 1.27139 -2.34449 2.22358